1.
{"formula": "Cl2NO2S", "method": "wB97M-V/def2-TZVPD", "species": ["N", "O", "O", "S", "Cl", "Cl"], "coordinates": [[-1.205, -0.226, -0.721], [0.020, 0.339, 1.653], [0.246, 1.710, -0.367], [0.019, 0.369, 0.182], [3.508, -1.261, -0.365], [-1.695, -1.844, -0.295]], "homo_ev": [-4.99, -4.37], "charge": -1, "de_lowest_kj_mol": 103.13, "gap_ev": [5.660, 4.551], "max_force_ev_per_a": 3.8, "lumo_energy_ev": [0.7, 0.2]}

2.
{"formula": "Cl2O3PS", "method": "wB97M-V/def2-TZVPD", "species": ["O", "O", "O", "P", "S", "Cl", "Cl"], "coordinates": [[0.287, 0.229, -0.552], [-0.132, -2.168, -0.821], [-0.065, 2.556, 0.271], [0.317, -1.353, 0.313], [-0.617, 1.411, -0.425], [2.335, -1.294, 0.123], [-2.125, 0.619, 1.090]], "homo_ev": -4.90, "charge": -1, "de_lowest_kj_mol": 28.66, "gap_ev": 8.230, "max_force_ev_per_a": 2.6, "lumo_energy_ev": 3.3}

3.
{"formula": "Cl2O3PS", "method": "wB97M-V/def2-TZVPD", "species": ["O", "O", "O", "P", "S", "Cl", "Cl"], "coordinates": [[-0.179, -0.652, -0.404], [1.295, 1.346, 0.880], [-2.310, -1.756, 0.280], [1.281, 0.714, -0.447], [-1.437, -0.574, 0.465], [2.947, -0.513, -0.338], [-2.452, 0.910, -0.539]], "homo_ev": -5.25, "charge": -1, "de_lowest_kj_mol": 15.88, "gap_ev": 8.878, "max_force_ev_per_a": 2.1, "lumo_energy_ev": 3.6}

4.
{"formula": "Cl3FeN3O9", "method": "wB97M-V/def2-TZVPD", "species": ["Fe", "N", "O", "O", "O", "N", "O", "O", "O", "N", "O", "O", "O", "Cl", "Cl", "Cl"], "coordinates": [[10.676, -22.237, 5.583], [10.904, -24.242, 3.024], [10.686, -25.473, 2.792], [10.314, -23.675, 3.950], [11.647, -23.654, 2.217], [7.738, -21.140, 4.028], [8.389, -21.712, 4.918], [8.091, -21.213, 2.828], [6.616, -20.614, 4.255], [8.427, -23.905, 7.163], [9.536, -23.722, 6.614], [7.797, -24.977, 6.949], [7.952, -23.108, 7.988], [10.515, -20.484, 7.604], [13.003, -23.315, 5.885], [11.741, -20.306, 3.982]], "multiplicity": 5, "homo_ev": [3.72, 3.94], "charge": -4, "s_squared": 6.0063, "gap_ev": [6.551, 6.319], "max_force_ev_per_a": 2.2, "lumo_energy_ev": [10.3, 10.3]}

5.
{"formula": "Cl3H3Si2", "method": "wB97M-V/def2-TZVPD", "species": ["Si", "Si", "Cl", "Cl", "Cl", "H", "H", "H"], "coordinates": [[0.044, -1.246, 0.746], [0.464, 2.035, -1.697], [1.062, 2.946, 0.073], [-1.610, 1.798, -1.269], [-0.917, -1.739, -0.993], [-0.404, 0.164, 0.812], [-0.204, -2.378, 1.868], [1.565, -1.581, 0.460]], "homo_ev": -10.00, "charge": 0, "de_lowest_kj_mol": 142.86, "gap_ev": 8.906, "max_force_ev_per_a": 2.6, "lumo_energy_ev": -1.1}

6.
{"formula": "Cl3H5Si3", "method": "wB97M-V/def2-TZVPD", "species": ["Si", "Si", "Si", "Cl", "Cl", "Cl", "H", "H", "H", "H", "H"], "coordinates": [[-0.134, 0.796, -0.247], [0.416, -1.285, 0.608], [4.934, -0.117, -0.262], [3.549, 0.141, 1.308], [1.670, -2.565, -0.617], [4.223, 1.121, -1.641], [-0.580, 0.595, -1.633], [1.034, 1.543, -0.496], [-0.979, 1.551, 0.581], [-0.452, -2.486, 1.072], [1.301, -1.001, 1.711]], "homo_ev": -9.61, "charge": 0, "de_lowest_kj_mol": 186.27, "gap_ev": 8.940, "max_force_ev_per_a": 2.6, "lumo_energy_ev": -0.7}

7.
{"formula": "Cl3OPS", "method": "wB97M-V/def2-TZVPD", "species": ["O", "P", "S", "Cl", "Cl", "Cl"], "coordinates": [[0.307, -0.645, 2.053], [0.398, -0.445, 0.587], [-0.796, 2.409, -0.171], [-0.303, -2.027, -0.319], [2.253, -0.065, 0.151], [-0.222, 2.718, -2.004]], "homo_ev": [-9.33, -9.33], "charge": 0, "de_lowest_kj_mol": 252.88, "gap_ev": [6.068, 6.067], "max_force_ev_per_a": 3.5, "lumo_energy_ev": [-3.3, -3.3]}

8.
{"formula": "Cl4H3NSi2", "method": "wB97M-V/def2-TZVPD", "species": ["N", "Si", "Si", "Cl", "Cl", "Cl", "Cl", "H", "H", "H"], "coordinates": [[0.147, -2.190, -0.419], [-0.252, -1.310, -1.743], [3.916, 0.068, 0.534], [0.799, -1.863, 1.066], [5.612, 0.873, -0.095], [3.411, -1.230, -0.912], [2.388, 1.394, 0.505], [-0.102, -2.257, -2.731], [4.170, -0.320, 1.969], [-0.780, -0.118, -2.428]], "homo_ev": -9.02, "smiles": "Cl[SiH](Cl)Cl.[SiH2]=NCl", "charge": 0, "de_lowest_kj_mol": 320.08, "gap_ev": 8.463, "max_force_ev_per_a": 2.3, "lumo_energy_ev": -0.6}